1.
Density functional theory data (ωB97M-V/def2-TZVPD) for C2HO3Rb as an isolated structure in a non-equilibrium geometry.

CARTESIAN COORDINATES (ANGSTROEM)
H1 -4.23513 1.35607 0.08754
O1 -2.80569 -0.11251 0.03681
O2 2.48720 3.14962 -0.00319
O3 2.06349 0.87988 0.03007
C1 -3.17416 1.01221 0.02162
C2 2.37070 2.00367 0.02800
Rb1 0.04384 -2.04677 0.05157

**Maximum force**: 0.02736 Eh/bohr
**Frontier orbital gap (alpha / beta)**: 8.07 / 12.24 eV
**2S+1**: 2
**Total charge**: +1
**E_HOMO (alpha / beta)**: -0.442 / -0.595 Eh
**Energy**: -326.3803 hartree
**LUMO level (alpha / beta)**: -3.96 / -3.96 eV
**ΔE to the lowest compared entry with this formula, charge and spin**: 0.0 kJ/mol
**<S²>**: 0.75

---

2.
Density functional theory data (ωB97M-V/def2-TZVPD) for a 2-piece molecular cluster, C2HO4P overall in a non-equilibrium geometry.

CARTESIAN COORDINATES (ANGSTROEM)
C1 -0.30043 1.62808 -1.63972
C2 -0.00082 -1.11576 -0.23798
O1 -0.46680 2.43030 -0.85312
O2 0.48924 -0.57267 -1.10562
O3 -0.00976 0.88168 -2.45395
O4 1.30522 -0.88190 2.23047
P1 -0.09839 -0.60053 1.82778
H1 -0.91825 -1.76920 2.23215

**Maximum force**: 0.08044 Eh/bohr
**Frontier orbital gap**: 8.22 eV
**Total charge**: 0
**E_HOMO**: -0.345 Eh
**Energy**: -719.0780 hartree
**LUMO level**: -1.18 eV
**ΔE to the lowest compared entry with this formula, charge and spin**: 86.6 kJ/mol

---

3.
Density functional theory data (ωB97M-V/def2-TZVPD) for a 2-piece molecular cluster, C2HO4P overall in a non-equilibrium geometry.

CARTESIAN COORDINATES (ANGSTROEM)
C1 -0.80274 1.09588 1.57645
C2 -0.64902 -0.75694 -0.94662
O1 -1.74358 0.51428 1.37026
O2 -1.65951 -1.26750 -1.13115
O3 0.25318 1.45918 1.46790
O4 2.31599 -0.85172 -0.07542
P1 1.14577 -0.74724 -0.98250
H1 1.13992 0.55406 -1.27893

**Maximum force**: 0.10542 Eh/bohr
**Frontier orbital gap (alpha / beta)**: 7.57 / 8.90 eV
**2S+1**: 3
**Total charge**: 0
**E_HOMO (alpha / beta)**: -0.288 / -0.427 Eh
**Energy**: -719.0155 hartree
**LUMO level (alpha / beta)**: -0.27 / -2.72 eV
**ΔE to the lowest compared entry with this formula, charge and spin**: 67.2 kJ/mol
**<S²>**: 2.01

---

4.
Density functional theory data (ωB97M-V/def2-TZVPD) for a 2-piece molecular cluster, C2HOP overall in a non-equilibrium geometry.

CARTESIAN COORDINATES (ANGSTROEM)
C1 -1.00432 0.36865 1.24293
C2 -0.51021 -0.09168 0.23422
O1 2.23177 -0.61148 -1.59242
P1 0.86849 -0.44477 -2.00531
H1 -1.58574 0.77928 2.12057

**Maximum force**: 0.06461 Eh/bohr
**Frontier orbital gap**: 7.34 eV
**Total charge**: 0
**E_HOMO**: -0.350 Eh
**Energy**: -493.2396 hartree
**LUMO level**: -2.17 eV
**ΔE to the lowest compared entry with this formula, charge and spin**: 94.2 kJ/mol

---

5.
Density functional theory data (ωB97M-V/def2-TZVPD) for one molecule with the formula C2N2 in a non-equilibrium geometry.

CARTESIAN COORDINATES (ANGSTROEM)
N1 -0.49150 -1.62655 0.84531
C1 -0.17712 -0.61447 0.30030
C2 0.20147 0.61835 -0.30773
N2 0.46715 1.62268 -0.83788

**Maximum force**: 0.09500 Eh/bohr
**Frontier orbital gap**: 12.32 eV
**Total charge**: 0
**E_HOMO**: -0.469 Eh
**Energy**: -185.6735 hartree
**LUMO level**: -0.44 eV
**ΔE to the lowest compared entry with this formula, charge and spin**: 12.6 kJ/mol
**SMILES**: N#CC#N

---

6.
Density functional theory data (ωB97M-V/def2-TZVPD) for one molecule with the formula C2N2 in a non-equilibrium geometry.

CARTESIAN COORDINATES (ANGSTROEM)
N1 1.82370 -0.12435 -0.03717
C1 0.66239 0.06329 0.08004
C2 -0.63875 0.23364 -0.04373
N2 -1.84734 -0.17258 0.00086

**Maximum force**: 0.26664 Eh/bohr
**Frontier orbital gap**: 10.90 eV
**Total charge**: 0
**E_HOMO**: -0.448 Eh
**Energy**: -185.6360 hartree
**LUMO level**: -1.28 eV
**ΔE to the lowest compared entry with this formula, charge and spin**: 111.1 kJ/mol
**SMILES**: N#CC#N

---

7.
Density functional theory data (ωB97M-V/def2-TZVPD) for one molecule with the formula C2N2O in a non-equilibrium geometry.

CARTESIAN COORDINATES (ANGSTROEM)
N1 2.26555 -0.30417 0.05400
C1 1.19670 0.03166 -0.09535
O1 -0.12489 0.78304 0.04203
C2 -1.20654 0.08534 -0.02834
N2 -2.18202 -0.51722 0.01674

**Maximum force**: 0.14495 Eh/bohr
**Frontier orbital gap**: 11.05 eV
**Total charge**: 0
**E_HOMO**: -0.451 Eh
**Energy**: -260.8418 hartree
**LUMO level**: -1.22 eV
**ΔE to the lowest compared entry with this formula, charge and spin**: 63.0 kJ/mol
**SMILES**: N#COC#N

---

8.
Density functional theory data (ωB97M-V/def2-TZVPD) for one molecule with the formula C2N2S2 in a non-equilibrium geometry.

CARTESIAN COORDINATES (ANGSTROEM)
N1 1.45919 -1.53994 0.26899
C1 0.63850 -0.74457 0.21348
C2 -0.41563 0.19001 0.20615
S1 -1.65354 0.23580 1.36373
N2 -0.54161 1.09889 -0.68620
S2 -1.04201 2.25438 -1.52893

**Maximum force**: 0.05120 Eh/bohr
**Frontier orbital gap (alpha / beta)**: 6.51 / 6.09 eV
**Total charge**: 0
**E_HOMO (alpha / beta)**: -0.336 / -0.333 Eh
**Energy**: -981.9823 hartree
**LUMO level (alpha / beta)**: -2.63 / -2.96 eV
**ΔE to the lowest compared entry with this formula, charge and spin**: 195.7 kJ/mol
**SMILES**: N#CC(=S)N=S

---

9.
Density functional theory data (ωB97M-V/def2-TZVPD) for one molecule with the formula C2N2S3 in a non-equilibrium geometry.

CARTESIAN COORDINATES (ANGSTROEM)
C1 1.39158 -1.33641 0.20910
C2 -1.66685 1.04759 -0.09941
N1 0.37416 -0.67118 0.12631
N2 -2.82582 1.25261 -0.14797
S1 2.56836 -2.30166 0.34215
S2 0.21086 1.05637 0.04788
S3 0.65027 1.76316 -1.71440

**Maximum force**: 0.06302 Eh/bohr
**Frontier orbital gap**: 8.44 eV
**Total charge**: 0
**E_HOMO**: -0.356 Eh
**Energy**: -1380.1931 hartree
**LUMO level**: -1.24 eV
**ΔE to the lowest compared entry with this formula, charge and spin**: 87.8 kJ/mol

---

> energy of number 4 (C2HOP)?

-493.2396 hartree

---

Copy entry 6 word for word.
Density functional theory data (ωB97M-V/def2-TZVPD) for one molecule with the formula C2N2 in a non-equilibrium geometry.

CARTESIAN COORDINATES (ANGSTROEM)
N1 1.82370 -0.12435 -0.03717
C1 0.66239 0.06329 0.08004
C2 -0.63875 0.23364 -0.04373
N2 -1.84734 -0.17258 0.00086

**Maximum force**: 0.26664 Eh/bohr
**Frontier orbital gap**: 10.90 eV
**Total charge**: 0
**E_HOMO**: -0.448 Eh
**Energy**: -185.6360 hartree
**LUMO level**: -1.28 eV
**ΔE to the lowest compared entry with this formula, charge and spin**: 111.1 kJ/mol
**SMILES**: N#CC#N

---

> maximum force of number 5 (C2N2)?

0.09500 Eh/bohr

---

Copy entry 5 word for word.
Density functional theory data (ωB97M-V/def2-TZVPD) for one molecule with the formula C2N2 in a non-equilibrium geometry.

CARTESIAN COORDINATES (ANGSTROEM)
N1 -0.49150 -1.62655 0.84531
C1 -0.17712 -0.61447 0.30030
C2 0.20147 0.61835 -0.30773
N2 0.46715 1.62268 -0.83788

**Maximum force**: 0.09500 Eh/bohr
**Frontier orbital gap**: 12.32 eV
**Total charge**: 0
**E_HOMO**: -0.469 Eh
**Energy**: -185.6735 hartree
**LUMO level**: -0.44 eV
**ΔE to the lowest compared entry with this formula, charge and spin**: 12.6 kJ/mol
**SMILES**: N#CC#N